# 1
{
  "formula": "C5H9N3",
  "method": "the ωB97M-V functional and the def2-TZVPD basis",
  "elements": ["C", "C", "C", "C", "C", "H", "H", "H", "H", "H", "H", "H", "H", "H", "N", "N", "N"],
  "xyz": [[-0.599848, 0.332964, -0.000106], [0.476016, 1.441751, 0.123440], [1.842369, 0.884837, -0.091274], [2.280263, -0.377777, 0.038114], [1.142314, -1.379153, 0.176195], [-3.613752, -0.191729, -0.334659], [-2.812732, -0.745821, 0.980776], [0.449223, 2.077935, 1.059124], [0.231483, 2.057060, -0.753867], [2.465528, 1.655325, -0.452262], [3.315010, -0.772015, -0.108487], [1.016186, -1.488840, 1.266194], [1.332582, -2.385113, -0.344527], [-0.892437, -1.501856, -0.511914], [-2.700596, -0.399652, -0.004761], [-1.812173, 0.682537, -0.002947], [-0.106914, -0.871553, -0.317805]],
  "forces_ev_per_a": [[1.9, 1.8, 0.2], [-1.1, -0.9, -0.2], [1.0, -0.5, 0.0], [-1.2, 0.1, -1.1], [0.7, -1.2, 0.7], [-0.5, 0.8, -0.3], [0.1, 0.5, -1.3], [-0.3, -0.8, -1.0], [0.2, 0.4, 0.5], [1.4, 0.7, 0.1], [-1.0, 0.8, 0.1], [0.2, -0.9, -0.1], [-0.1, 1.5, 1.0], [0.7, -0.1, 0.2], [0.3, -2.3, 1.2], [-1.2, 1.3, 0.7], [-1.2, -1.1, -0.6]],
  "e_homo_ev": -7.8,
  "e_lumo_ev": 0.9,
  "total_energy_ev": -9799.0939,
  "homo_lumo_gap_ev": 8.75,
  "smiles": "N/N=C1/CC=CCN1",
  "relative_energy_kcal_mol": 54.7
}


# 2
{
  "formula": "C4H6N2OS",
  "method": "the ωB97M-V functional and the def2-TZVPD basis",
  "elements": ["C", "C", "C", "C", "H", "H", "H", "H", "H", "H", "N", "N", "O", "S"],
  "xyz": [[0.603405, -0.776467, -0.061176], [-1.639350, -0.014597, 0.112345], [-0.733055, 1.253436, -0.120562], [0.671838, 0.711423, -0.050032], [2.817338, -0.337926, 0.022518], [-0.953844, -2.064486, 0.175052], [-2.107241, 0.076565, 1.119453], [-2.470289, -0.027614, -0.595353], [-0.934029, 1.961555, 0.607175], [-0.935266, 1.673467, -1.088157], [1.557606, -1.679083, -0.051936], [-0.740098, -1.116840, -0.095708], [2.834791, -1.278009, 0.010410], [2.028194, 1.618578, 0.015967]],
  "forces_ev_per_a": [[1.2, 0.2, 0.1], [-0.2, 1.2, 0.2], [-0.2, -2.8, -0.7], [0.6, -0.1, -0.1], [0.5, 2.0, 0.1], [-0.2, 0.2, 0.0], [0.5, -0.5, -0.3], [0.1, -0.1, -0.1], [-0.1, 1.6, 1.4], [0.1, 0.3, -0.5], [-2.5, 0.3, 0.1], [0.3, -0.8, -0.1], [0.4, -1.4, -0.1], [-0.4, -0.1, 0.0]],
  "e_homo_ev": -8.3,
  "e_lumo_ev": -1.1,
  "total_energy_ev": -20105.7729,
  "homo_lumo_gap_ev": 7.27,
  "smiles": "O/N=C1/NCCC1=S",
  "relative_energy_kcal_mol": 82.3
}